[1]
A structure of composition C2H6N4OS. Source: the Open Molecules 2025 dataset; level of theory: wB97M-V/def2-TZVPD.

Summary:
**Energy relative to the best compared isomer or geometry (same formula, charge and spin)**: 166.4 kcal/mol
**Highest occupied orbital energy**: -9.36 eV
**Kohn-Sham gap**: 9.355 eV

Element x y z (Å)
1 C 1.65 -0.27 0.18
2 C -2.01 -0.17 -0.04
3 H -0.50 1.33 -1.08
4 H 1.85 1.77 0.53
5 H 3.10 -1.61 0.64
6 H -1.40 -1.17 -1.78
7 H -2.93 0.11 -0.65
8 H -1.55 0.14 2.14
9 N 1.10 1.03 0.22
10 N 2.83 -0.50 0.75
11 N -0.98 -0.83 -0.86
12 N -2.34 0.22 1.31
13 O 0.77 1.54 -1.06
14 S 0.42 -1.60 -0.28

Atomic partial charges in e from the natural (NBO) method, atoms 1 to 5: atom 1 (C): 0.27, atom 2 (C): 0.21, atom 3 (H): 0.47, atom 4 (H): 0.38, atom 5 (H): 0.35

[2]
The molecule C8H16N2O3. Source: the Open Molecules 2025 dataset; level of theory: wB97M-V/def2-TZVPD.

Summary:
**Energy relative to the best compared isomer or geometry (same formula, charge and spin)**: 36.9 kcal/mol
**Highest occupied orbital energy**: -9.67 eV
**Kohn-Sham gap**: 10.081 eV

Element x y z (Å)
1 C 0.56 -1.08 -2.10
2 C 0.96 -1.82 -0.72
3 C 1.23 -0.95 0.47
4 C 1.97 -1.86 1.59
5 C -0.07 -0.29 1.08
6 N -0.60 0.73 0.23
7 C -1.94 0.82 0.02
8 O -2.73 0.26 0.77
9 C -2.26 1.73 -1.18
10 N -1.12 2.56 -1.60
11 C 0.07 0.37 2.45
12 O -0.13 -0.24 3.43
13 O 0.58 1.64 2.54
14 H 0.42 -1.81 -2.90
15 H 1.40 -0.46 -2.46
16 H -0.25 -0.34 -1.86
17 H 1.77 -2.56 -0.81
18 H 0.08 -2.39 -0.51
19 H 1.90 -0.16 0.04
20 H 1.65 -1.62 2.59
21 H 1.68 -2.89 1.42
22 H 3.04 -1.73 1.50
23 H -0.87 -1.03 1.20
24 H 0.01 1.23 -0.46
25 H -2.48 1.20 -2.08
26 H -3.16 2.27 -0.83
27 H -1.47 3.08 -2.43
28 H -0.91 3.35 -1.02
29 H 0.67 2.01 1.64

Atomic partial charges in e from the natural (NBO) method, atoms 1 to 5: atom 1 (C): -0.62, atom 2 (C): -0.40, atom 3 (C): -0.20, atom 4 (C): -0.61, atom 5 (C): -0.17

[3]
A structure of composition ClNa7O4. Source: the Open Molecules 2025 dataset; level of theory: wB97M-V/def2-TZVPD.

Summary:
**Net charge**: +6
**Energy relative to the best compared isomer or geometry (same formula, charge and spin)**: 6.4 kcal/mol
**Highest occupied orbital energy**: -30.82 eV
**Kohn-Sham gap**: 11.146 eV

Element x y z (Å)
1 Na 2.12 2.24 -2.75
2 Na 0.91 -2.35 2.47
3 Na -2.08 3.42 -0.15
4 Na 2.29 2.04 2.96
5 Na -3.28 0.72 -2.16
6 Na 1.27 -4.04 -0.89
7 Na -2.71 -2.00 0.44
8 Cl 0.34 -0.01 0.01
9 O 0.61 0.25 1.41
10 O -0.78 0.86 -0.39
11 O 1.43 0.26 -0.88
12 O -0.10 -1.39 -0.08

Atomic partial charges in e from the natural (NBO) method, atoms 1 to 5: atom 1 (Na): 1.00, atom 2 (Na): 1.00, atom 3 (Na): 1.00, atom 4 (Na): 1.00, atom 5 (Na): 1.00

[4]
A structure of composition C10H24ClI2IrO4P2. Source: the Open Molecules 2025 dataset; level of theory: wB97M-V/def2-TZVPD.

Summary:
**Net charge**: +3
**Multiplicity**: 6
**Highest occupied orbital energy (alpha / beta)**: -19.64 / -18.50 eV
**Kohn-Sham gap (alpha / beta)**: 8.999 / 3.559 eV

Element x y z (Å)
1 I -0.62 4.12 1.07
2 I 2.57 0.74 3.18
3 Ir -0.17 -0.69 -0.20
4 P 1.37 0.84 -0.95
5 C 2.06 2.20 0.12
6 C 2.93 0.03 -1.52
7 H 0.37 0.99 -3.12
8 H 1.58 2.27 -2.90
9 H -0.01 2.43 -2.13
10 C 0.77 1.72 -2.42
11 H 2.65 -0.80 -2.18
12 H 3.57 0.74 -2.06
13 H 2.82 2.81 -0.41
14 H 2.54 1.79 1.07
15 H 3.46 -0.35 -0.63
16 H 1.25 2.88 0.52
17 C -0.49 0.13 1.43
18 O -0.87 0.49 2.49
19 Cl 0.28 -2.11 -1.91
20 C -1.65 -2.41 4.21
21 C -0.78 -2.69 3.03
22 O -1.52 -3.03 1.79
23 P -1.85 -1.97 0.63
24 O -2.76 -0.98 1.47
25 C -4.00 -0.22 1.52
26 C -4.95 -1.16 2.19
27 O -2.79 -2.56 -0.51
28 C -3.15 -1.77 -1.68
29 C -3.34 -2.62 -2.92
30 H -1.46 -1.42 4.60
31 H -1.42 -3.13 5.00
32 H -2.70 -2.50 3.97
33 H -0.12 -1.88 2.79
34 H -0.12 -3.55 3.24
35 H -3.77 0.67 2.12
36 H -4.36 0.11 0.54
37 H -4.58 -1.42 3.20
38 H -5.98 -0.79 2.28
39 H -4.94 -2.07 1.58
40 H -4.08 -1.22 -1.49
41 H -2.35 -1.04 -1.90
42 H -4.07 -3.43 -2.80
43 H -3.71 -1.96 -3.71
44 H -2.40 -3.06 -3.26

Atomic partial charges in e from the natural (NBO) method, atoms 1 to 5: atom 1 (I): 0.65, atom 2 (I): 0.37, atom 3 (Ir): 0.41, atom 4 (P): 1.04, atom 5 (C): -0.91

[5]
A structure of composition C30H29F10N7O7RuS3. Source: the Open Molecules 2025 dataset; level of theory: wB97M-V/def2-TZVPD.

Summary:
**Net charge**: +1
**Multiplicity**: 2
**Energy relative to the best compared isomer or geometry (same formula, charge and spin)**: 9.4 kcal/mol
**Highest occupied orbital energy (alpha / beta)**: -9.86 / -10.13 eV
**Kohn-Sham gap (alpha / beta)**: 6.585 / 6.858 eV

Element x y z (Å)
1 Ru 2.63 -1.77 0.20
2 F -1.61 4.65 1.92
3 C -2.03 3.51 1.32
4 C -1.21 2.42 1.30
5 C -1.64 1.23 0.74
6 C -0.74 0.05 0.79
7 O 0.35 0.13 1.34
8 C -1.26 -1.14 0.16
9 C -2.52 -1.12 -0.36
10 N -3.34 -0.04 -0.40
11 C -4.67 -0.16 -0.94
12 C -5.00 0.54 -2.23
13 C -4.86 -0.96 -2.19
14 C -2.92 1.16 0.17
15 C -3.74 2.29 0.17
16 C -3.31 3.48 0.75
17 N -4.19 4.59 0.74
18 C -5.44 4.49 1.48
19 C -6.54 5.14 0.63
20 N -5.87 6.15 -0.27
21 C -4.82 6.92 0.47
22 C -3.66 5.95 0.79
23 C -0.53 -2.45 0.06
24 O -1.17 -3.46 -0.17
25 O 0.76 -2.47 0.17
26 H -0.22 2.46 1.75
27 H -2.92 -2.04 -0.77
28 H -5.44 -0.22 -0.18
29 H -4.20 1.09 -2.70
30 H -5.99 0.97 -2.33
31 H -3.99 -1.38 -2.66
32 H -5.75 -1.56 -2.26
33 H -4.71 2.26 -0.29
34 H -5.36 4.98 2.46
35 H -5.68 3.44 1.65
36 H -7.28 5.67 1.23
37 H -7.04 4.43 -0.02
38 H -6.56 6.78 -0.69
39 H -5.41 5.63 -1.02
40 H -5.30 7.30 1.37
41 H -4.50 7.76 -0.14
42 H -3.25 6.22 1.77
43 H -2.87 6.05 0.06
44 F 2.48 2.88 2.63
45 C 3.50 2.22 3.21
46 F 4.59 2.48 2.49
47 F 3.67 2.77 4.42
48 C 3.21 0.75 3.31
49 C 3.06 0.11 4.53
50 C 2.74 -1.24 4.58
51 C 2.58 -1.92 3.39
52 N 2.74 -1.31 2.22
53 C 3.05 -0.01 2.16
54 S 3.11 0.44 0.47
55 H 3.19 0.68 5.44
56 H 2.61 -1.75 5.52
57 H 2.33 -2.98 3.36
58 F 4.89 -3.60 -2.16
59 C 6.05 -3.28 -1.59
60 F 6.90 -4.29 -1.74
61 F 6.54 -2.19 -2.18
62 S 5.80 -2.96 0.21
63 O 4.72 -1.98 0.29
64 O 7.06 -2.52 0.68
65 N 5.37 -4.35 0.76
66 S 3.87 -4.72 1.08
67 O 3.60 -4.84 2.48
68 O 2.91 -3.98 0.27
69 C 3.78 -6.41 0.36
70 F 3.93 -6.34 -0.96
71 F 4.72 -7.18 0.88
72 F 2.59 -6.92 0.64
73 C 1.64 -4.57 -4.31
74 C 2.11 -3.35 -3.61
75 C 2.73 -2.20 -4.07
76 C 2.97 -1.41 -2.94
77 N 2.52 -2.04 -1.85
78 N 2.01 -3.21 -2.28
79 C 3.63 -0.07 -2.86
80 H 1.54 -4.38 -5.37
81 H 0.68 -4.90 -3.92
82 H 2.35 -5.39 -4.18
83 H 2.98 -1.97 -5.09
84 H 1.60 -3.83 -1.60
85 H 3.73 0.36 -3.86
86 H 4.63 -0.16 -2.43
87 H 3.06 0.62 -2.25

Atomic partial charges in e from the Löwdin method, atoms 1 to 5: atom 1 (Ru): 1.20, atom 2 (F): 0.07, atom 3 (C): -0.19, atom 4 (C): 0.10, atom 5 (C): -0.04

[6]
A cluster of 2 separate species, C5H6O in total. Source: the Open Molecules 2025 dataset; level of theory: wB97M-V/def2-TZVPD.

Summary:
**Energy relative to the best compared isomer or geometry (same formula, charge and spin)**: 119.8 kcal/mol
**Highest occupied orbital energy**: -7.31 eV
**Kohn-Sham gap**: 7.192 eV

Element x y z (Å)
1 C -1.08 -0.81 -1.09
2 C 0.26 -0.78 -0.42
3 O 1.15 -1.53 -0.38
4 C 1.57 1.15 0.44
5 C 0.35 0.89 0.97
6 C -0.77 0.42 1.30
7 H -0.99 -1.36 -2.04
8 H -1.52 0.17 -1.22
9 H -1.72 -1.38 -0.40
10 H 1.79 2.05 -0.13
11 H 2.42 0.59 0.84
12 H -1.45 0.60 2.12

Atomic partial charges in e from the natural (NBO) method, atoms 1 to 5: atom 1 (C): -0.72, atom 2 (C): 0.84, atom 3 (O): -0.45, atom 4 (C): -0.61, atom 5 (C): -0.02